Model w:
C3H5NO2S2 | wB97M-V/def2-TZVPD

Output
Multiplicity: 1
E_LUMO: 0.2367 eV
Charge: 0

Atoms and positions in Å:
C  -2.017  -0.696  0.012
C  -1.928  0.452  -0.839
C  -0.482  0.896  1.067
N  -1.029  -0.344  1.132
O  -2.540  -1.789  -0.153
O  2.175  -0.416  -1.118
S  -0.916  1.687  -0.398
S  2.979  0.318  0.147
H  2.663  -1.121  -1.422
H  -2.423  0.611  -1.777
H  0.173  1.278  1.727
H  -0.891  -0.969  1.822
H  4.236  0.091  -0.200

=====

Model x:
C3H5NO2S2 | wB97M-V/def2-TZVPD

Output
SMILES string: CONC(=S)C(O)=S
Multiplicity: 1
E_LUMO: -1.3372 eV
Charge: 0

Atoms and positions in Å:
C  1.132  -1.509  -1.275
O  -0.346  -1.330  -1.141
N  -0.450  -0.006  -0.749
C  -0.307  0.314  0.568
S  0.283  -0.870  1.656
C  -0.758  1.700  1.005
O  -0.878  1.864  2.346
S  -1.269  2.934  0.076
H  1.173  -2.541  -1.811
H  1.414  -0.750  -1.948
H  1.724  -1.619  -0.307
H  -0.747  0.804  -1.442
H  -0.972  1.009  3.022

=====

Model y:
C3H5NO2S2 | wB97M-V/def2-TZVPD

Output
Multiplicity: 1
E_LUMO (alpha / beta): -1.0870 / -0.9557 eV
Charge: 0

Atoms and positions in Å:
C  -0.561  1.253  -0.355
C  -1.203  0.830  0.916
C  0.811  -0.894  -0.592
N  0.373  0.422  -1.011
O  -0.663  2.354  -0.870
O  2.267  -0.203  1.711
S  -0.181  -2.382  -0.924
S  1.043  -0.899  1.323
H  -1.153  1.543  1.762
H  -2.137  0.388  1.059
H  1.912  -1.224  -0.891
H  0.679  0.732  -1.912
H  -1.187  -1.922  -0.215

=====

Energies, relative to the best one, in kcal/mol: model w 0.0; model x 23.7; model y 19.6.